Below is C39H41P2SiTl as an isolated structure at a distorted geometry, with properties calculated with ωB97M-V/def2-TZVPD.

Summary:
orbital gap = 5.71 eV
HOMO level = -12.96 eV
LUMO = -0.267 Eh
DFT total energy = -2654.741144 Ha

The geometry in ORCA input format:
```
! RIJCOSX wB97M-V def2-TZVPD def2/J DEFGRID3
* xyz 2 1
C 1.3344 -2.6906 -3.1481
C 0.1951 -3.0233 -2.3811
C -0.9699 -3.6464 -2.8814
C -0.8687 -4.1669 -4.1606
C 0.2971 -3.9549 -4.9097
C 1.3851 -3.2095 -4.4357
P 0.1592 -2.4718 -0.6452
C -1.3848 -3.1452 0.1729
C -2.4799 -2.2680 0.4162
C -3.5703 -2.8179 1.0459
C -3.5660 -4.1856 1.3488
C -2.4549 -5.0259 1.0737
C -1.3280 -4.4960 0.5023
Tl 0.0245 0.0451 0.1143
P 0.1318 2.6067 -0.4907
C -1.0449 3.1974 -1.7832
C -0.4820 3.8651 -2.8934
C -1.3673 4.3876 -3.8156
C -2.7351 4.1158 -3.6846
C -3.2582 3.3120 -2.6648
C -2.3964 2.7812 -1.7225
C -0.4855 3.3038 1.1604
C 0.2986 3.0018 2.2965
C -0.1262 3.4973 3.5108
C -1.3076 4.2327 3.5750
C -2.1284 4.4503 2.4454
C -1.7442 3.9312 1.2261
C 1.8159 3.2926 -0.7205
C 2.9229 2.4147 -0.7783
C 4.1400 3.0084 -1.0743
C 4.1943 4.3985 -1.2484
C 3.0715 5.2324 -1.1396
C 1.8481 4.6798 -0.8509
C 1.6772 -3.1606 0.2066
C 2.3364 -4.1945 -0.4437
C 3.4261 -4.7571 0.1949
C 3.8178 -4.2333 1.4449
C 3.1787 -3.1651 2.0614
C 2.1018 -2.5924 1.4262
H 1.2244 2.3784 2.1896
H 0.4738 3.3164 4.3873
H -1.6142 4.6847 4.5034
H -3.0138 5.0466 2.4416
H -2.3222 4.1090 0.2879
H 0.6118 4.0561 -2.9369
H -0.9375 4.9918 -4.5829
H -3.4040 4.5322 -4.4386
H -4.3057 3.1271 -2.5695
H -2.7827 2.1642 -0.8655
H 2.7966 1.2965 -0.6909
H 5.0159 2.3879 -1.1696
H 5.1484 4.8646 -1.4619
H 3.0872 6.2883 -1.2802
H 0.8862 5.2422 -0.8100
H 1.9523 -4.5424 -1.4418
H 3.8993 -5.5617 -0.3007
H 4.6662 -4.7060 1.9325
H 3.4766 -2.7817 3.0285
H 1.5643 -1.7129 1.9004
H -2.4291 -1.1520 0.2167
H -4.4165 -2.1821 1.2926
H -4.4345 -4.6406 1.7797
H -2.4437 -6.0733 1.2626
H -0.3958 -5.0704 0.2285
H -1.8434 -3.7860 -2.2143
H -1.7083 -4.7295 -4.5133
H 0.3465 -4.3780 -5.9122
H 2.2734 -3.0615 -5.0110
H 2.1517 -2.0746 -2.7117
H 0.0106 0.1000 -1.8893
H 0.9129 0.0527 -1.6767
C 0.9776 0.1775 3.5166
Si -0.5491 -0.2733 2.5606
C -0.9298 -1.9396 3.2312
C -2.1054 0.6877 2.8735
H 1.1601 -0.6864 4.1931
H 0.8062 1.1020 4.1256
H 1.8949 0.3966 2.9575
H -0.9174 -1.7279 4.3328
H -1.9101 -2.3260 2.8527
H -0.1641 -2.6815 2.9806
H -2.2713 0.5463 3.9625
H -2.1181 1.7799 2.6800
H -2.9786 0.2092 2.4090
*
```

Results of the Löwdin charge analysis, in e, for atoms 1 through 8: number 1, C, carries -0.11; number 2, C, carries -0.38; number 3, C, carries -0.06; number 4, C, carries -0.05; number 5, C, carries -0.04; number 6, C, carries -0.06; number 7, P, carries 0.98; number 8, C, carries -0.38